Record 1
{
  "formula": "C28H40BN8ORuS5",
  "method": "the ωB97M-V functional and the def2-TZVPD basis",
  "homo_energy_ev": [1.04, -0.62],
  "e_lumo_ev": [3.9, 3.9],
  "largest_force_ev_per_a": 0.5,
  "total_charge": -2,
  "s2": 8.788,
  "relative_energy_kcal_mol": 2.93,
  "spin_multiplicity": 6,
  "species": ["Ru", "C", "C", "C", "C", "N", "C", "C", "N", "B", "N", "C", "C", "N", "C", "S", "C", "C", "C", "C", "N", "C", "C", "N", "C", "S", "C", "C", "C", "C", "C", "S", "H", "H", "H", "H", "H", "H", "H", "H", "H", "H", "H", "H", "H", "H", "H", "H", "H", "H", "H", "H", "H", "H", "H", "H", "H", "H", "H", "H", "H", "H", "H", "H", "H", "H", "S", "C", "S", "C", "C", "N", "C", "N", "C", "O", "C", "C", "H", "H", "H", "H", "H", "H"],
  "coordinates": [[-0.93396, -1.21963, -0.75946], [2.03651, -4.28001, 3.95052], [0.90305, -3.43637, 3.36676], [-0.22018, -3.37354, 4.40097], [0.45434, -4.08224, 2.05600], [1.40372, -2.07068, 3.07658], [2.70661, -1.65320, 3.29820], [2.78041, -0.36795, 2.91383], [1.54564, 0.02293, 2.45606], [1.44614, 1.44188, 1.85185], [2.19568, 1.55349, 0.49663], [2.54255, 2.81614, 0.07119], [2.96227, 2.73266, -1.20420], [2.88341, 1.40170, -1.57694], [2.39827, 0.68280, -0.51704], [2.07848, -0.99057, -0.47657], [3.21454, 0.88816, -2.93577], [3.66077, 2.05990, -3.81070], [4.37158, -0.10444, -2.82953], [1.97594, 0.26779, -3.57834], [0.03871, 2.05539, 1.73960], [-0.49701, 2.75426, 2.79642], [-1.65313, 3.31226, 2.39304], [-1.84680, 2.95462, 1.07212], [-0.80947, 2.14930, 0.68079], [-0.63058, 1.43802, -0.86321], [-2.95092, 3.48438, 0.20497], [-2.34941, 4.31202, -0.92775], [-3.80736, 2.34207, -0.32263], [-3.83415, 4.39709, 1.05644], [0.68250, -1.01574, 2.56447], [-0.96876, -0.98540, 2.15457], [1.64936, -5.28856, 4.10218], [2.37847, -3.90058, 4.91607], [2.88385, -4.35075, 3.26841], [-0.53832, -4.39111, 4.64178], [-1.06929, -2.81186, 4.02257], [0.13996, -2.89685, 5.31609], [-0.07701, -5.01454, 2.26467], [1.32132, -4.30795, 1.43222], [-0.19729, -3.41080, 1.50301], [3.47121, -2.30279, 3.67512], [3.61965, 0.30410, 2.89232], [2.05798, 2.15729, 2.62646], [2.42122, 3.67253, 0.71048], [3.28152, 3.50602, -1.87370], [4.55593, 2.55124, -3.42260], [2.86501, 2.79431, -3.93670], [3.89865, 1.65918, -4.79651], [5.25467, 0.38786, -2.41308], [4.61718, -0.47393, -3.82823], [4.10051, -0.94564, -2.19683], [1.14169, 0.97000, -3.59164], [1.63743, -0.61513, -3.04478], [2.21931, -0.00896, -4.60742], [0.00064, 2.79767, 3.74881], [-2.34554, 3.92410, 2.93658], [-1.74237, 3.70037, -1.58940], [-1.75194, 5.13467, -0.52286], [-3.15888, 4.71805, -1.53690], [-3.28855, 1.73674, -1.05686], [-4.69412, 2.76136, -0.80306], [-4.11733, 1.68105, 0.48793], [-3.28889, 5.26159, 1.44335], [-4.29791, 3.85974, 1.88600], [-4.63268, 4.76519, 0.41310], [-1.32179, -0.74833, -3.19208], [-2.98441, -0.44439, -2.68655], [-3.34419, -1.09707, -1.06225], [-3.95102, 0.30874, -3.45953], [-5.22007, -0.21157, -3.76819], [-6.27206, -0.64271, -4.02148], [-3.69021, 1.63104, -3.85924], [-3.48501, 2.73316, -4.17782], [-2.44304, -4.10180, 0.11404], [-1.34996, -4.24954, -0.80323], [-0.55163, -3.20905, -1.01499], [0.47037, -3.64723, -2.02834], [-2.10377, -3.55994, 0.99814], [-2.73924, -5.12020, 0.36446], [-3.24195, -3.55242, -0.37958], [0.47711, -4.73557, -2.14029], [1.46314, -3.28206, -1.76838], [0.19295, -3.18176, -2.98014]],
  "atomic_forces_ev_per_a": [[-0.1507, -0.0271, -0.1112], [-0.0284, -0.0305, 0.0421], [0.0835, 0.0261, -0.1124], [-0.0092, -0.0593, 0.0117], [-0.0099, -0.0259, 0.1130], [-0.0718, 0.0815, 0.1164], [0.0576, 0.0485, -0.0726], [0.0741, -0.1241, 0.0243], [-0.0469, -0.0011, 0.1196], [0.0489, -0.0134, -0.0566], [0.0733, 0.1549, 0.0811], [0.0244, 0.0207, -0.1499], [-0.0469, 0.0614, 0.0886], [0.0446, -0.0086, 0.0268], [-0.1126, -0.3446, -0.1125], [0.1719, 0.0414, 0.0857], [-0.0709, 0.0669, 0.1039], [0.0235, -0.0410, -0.0470], [0.0111, 0.0049, -0.0581], [0.0241, -0.0034, -0.0458], [-0.1293, -0.1342, -0.0158], [-0.0310, 0.0926, 0.0706], [0.0505, 0.0177, 0.0819], [0.0040, -0.0391, -0.0962], [0.0347, 0.0809, -0.2118], [-0.0201, 0.0837, 0.1775], [0.1265, -0.0731, 0.1496], [-0.0960, 0.0267, -0.0959], [-0.0985, -0.0266, -0.0389], [-0.0323, 0.0335, -0.0201], [-0.0869, -0.0327, -0.0924], [0.1054, 0.0114, 0.1091], [0.0016, 0.0042, 0.0118], [0.0082, 0.0139, -0.0100], [0.0033, 0.0012, -0.0201], [-0.0093, 0.0111, 0.0037], [-0.0183, 0.0285, -0.0261], [0.0001, 0.0099, -0.0019], [-0.0062, 0.0039, -0.0149], [0.0072, 0.0464, -0.0319], [0.0778, -0.0222, 0.0170], [0.0070, 0.0222, 0.0202], [0.0056, -0.0024, 0.0118], [-0.0148, 0.0374, -0.0201], [0.0161, 0.0089, -0.0005], [0.0132, 0.0157, 0.0207], [-0.0025, 0.0029, 0.0150], [-0.0152, 0.0043, 0.0097], [0.0070, 0.0098, 0.0041], [0.0057, -0.0069, 0.0083], [0.0017, -0.0018, 0.0091], [-0.0214, -0.0148, 0.0256], [0.0149, 0.0180, -0.0008], [0.0347, -0.0172, 0.0121], [-0.0374, -0.0169, -0.0039], [-0.0107, -0.0121, 0.0029], [0.0173, -0.0131, 0.0195], [0.0489, -0.0347, 0.0451], [0.0115, -0.0040, -0.0109], [-0.0079, 0.0258, 0.0181], [0.0690, -0.0260, -0.0342], [0.0036, -0.0347, -0.0258], [-0.0163, 0.0177, 0.0265], [0.0093, -0.0091, 0.0027], [0.0040, -0.0202, -0.0033], [0.0040, 0.0076, -0.0008], [-0.2267, 0.1291, -0.0990], [0.3977, -0.2640, 0.2140], [-0.1177, 0.0642, -0.1278], [-0.0437, 0.0545, 0.0036], [-0.0800, -0.0014, -0.0095], [-0.0130, -0.0156, 0.0137], [-0.0291, 0.0654, -0.0539], [0.0344, 0.0120, 0.0061], [0.2490, -0.0502, -0.1348], [-0.1547, -0.0751, -0.0033], [0.1250, 0.0524, -0.0267], [-0.0032, 0.0225, -0.0414], [-0.1760, 0.0538, -0.0175], [-0.0631, 0.0234, 0.0631], [-0.0633, 0.0000, 0.0769], [0.0033, 0.0132, 0.0065], [0.0238, 0.0308, 0.0097], [0.0083, -0.0362, -0.0235]]
}

---

Record 2
{
  "formula": "C22H73N2O15",
  "method": "the ωB97M-V functional and the def2-TZVPD basis",
  "homo_energy_ev": -6.14,
  "e_lumo_ev": 2.0,
  "largest_force_ev_per_a": 6.9,
  "total_charge": -1,
  "relative_energy_kcal_mol": 0.00,
  "species": ["C", "C", "O", "H", "H", "H", "H", "H", "C", "C", "O", "H", "H", "H", "H", "H", "H", "C", "C", "O", "H", "H", "H", "H", "H", "H", "C", "C", "O", "H", "H", "H", "H", "H", "H", "C", "C", "O", "H", "H", "H", "H", "H", "H", "C", "C", "O", "H", "H", "H", "H", "H", "H", "C", "C", "O", "H", "H", "H", "H", "H", "H", "C", "O", "N", "N", "H", "H", "H", "H", "C", "O", "H", "H", "H", "H", "C", "O", "H", "H", "H", "H", "C", "O", "H", "H", "H", "H", "C", "O", "H", "H", "H", "H", "C", "O", "H", "H", "H", "H", "C", "O", "H", "H", "H", "H", "C", "O", "H", "H", "H", "H"],
  "coordinates": [[-0.20716, 0.56102, 1.03914], [-0.95795, -0.53911, 0.29788], [-0.38444, -0.79323, -0.99980], [-0.32120, 0.46749, 2.11689], [-0.67352, 1.51765, 0.80867], [0.83260, 0.62430, 0.75830], [-2.03071, -0.30541, 0.31776], [-0.83562, -1.48486, 0.83641], [3.76421, -0.73448, -2.86613], [2.37040, -0.14418, -2.56434], [2.23742, -0.03196, -1.14548], [4.57101, -0.26240, -2.28098], [3.97059, -0.45170, -3.87876], [3.83362, -1.82068, -2.84742], [1.54986, -0.75486, -3.00386], [2.31008, 0.82772, -2.97920], [1.27344, -0.11427, -0.98321], [5.06527, 0.09186, 0.55805], [4.33517, 0.67763, 1.70672], [4.78074, 1.97734, 1.92423], [6.09725, -0.05507, 0.80426], [5.07024, 0.69318, -0.33371], [4.63719, -0.82044, 0.18982], [4.58636, 0.12784, 2.69166], [3.25915, 0.78545, 1.45362], [5.73802, 2.02519, 1.96681], [-1.81793, -1.89545, -5.61620], [-1.45308, -1.12671, -4.36185], [-1.60172, -1.84238, -3.14165], [-1.58171, -1.22700, -6.43317], [-2.89615, -2.23097, -5.67232], [-1.16116, -2.75414, -5.63738], [-2.03977, -0.18964, -4.30674], [-0.43996, -0.85996, -4.43990], [-1.07528, -1.46355, -2.41749], [-0.10889, 3.89299, -2.72192], [0.07296, 2.58461, -1.98011], [-0.40287, 1.50575, -2.69166], [0.53728, 4.72610, -2.32181], [-1.08618, 4.30465, -2.55759], [0.02614, 3.77020, -3.73915], [-0.42216, 2.61560, -1.00781], [1.12467, 2.44627, -1.79547], [-0.47151, 0.73843, -2.13599], [-3.49047, -3.01996, 1.07203], [-3.12572, -3.41905, -0.34955], [-4.28599, -4.07514, -0.78394], [-4.40142, -2.50824, 1.12999], [-2.71915, -2.43147, 1.56428], [-3.64516, -3.94706, 1.69677], [-2.30686, -4.10090, -0.38804], [-2.90689, -2.56388, -0.98218], [-4.42195, -3.84684, -1.70654], [-3.41182, 2.33174, -2.55442], [-3.94056, 1.01034, -2.06143], [-4.50152, 1.10428, -0.76348], [-2.75247, 2.14596, -3.36270], [-2.80974, 2.74033, -1.74273], [-4.17865, 3.02890, -2.79681], [-3.05649, 0.28152, -2.12982], [-4.70203, 0.56843, -2.68138], [-3.75519, 0.86060, -0.16969], [1.25187, 2.17395, 3.66946], [1.53349, 0.92255, 4.22376], [2.16784, 2.99785, 3.22702], [0.03182, 2.68728, 3.63619], [3.10218, 2.51717, 3.20988], [2.12055, 3.94000, 2.79451], [-0.77845, 2.12774, 3.95799], [-0.20732, 3.55313, 3.11050], [-0.78982, -4.64387, 2.31330], [0.36144, -4.78785, 3.04303], [-1.67765, -4.56854, 2.99457], [-0.97193, -5.51101, 1.73004], [-0.61873, -3.82311, 1.66775], [1.06496, -4.96571, 2.44452], [0.95443, -3.31914, -1.80659], [0.08551, -3.35395, -0.70389], [1.88539, -2.72241, -1.68542], [0.51036, -2.75835, -2.54821], [1.25634, -4.27846, -2.15905], [-0.29730, -2.46727, -0.55871], [1.97055, -1.98585, 1.90122], [2.83417, -2.44511, 0.97565], [1.71672, -2.66455, 2.64752], [1.08634, -1.59419, 1.44067], [2.50252, -1.26037, 2.48168], [2.74587, -1.94349, 0.16618], [2.82863, 3.36759, -0.13110], [3.60486, 2.61870, -1.03350], [2.17247, 2.56510, 0.40797], [2.25127, 4.06231, -0.66419], [3.47341, 3.84970, 0.52777], [3.65357, 1.72627, -0.68994], [-0.60592, -1.68562, 3.97132], [-1.43370, -1.40885, 5.04422], [0.06572, -2.52200, 4.21008], [0.05580, -0.86451, 3.74157], [-1.25698, -1.93217, 3.11203], [-1.52789, -2.28572, 5.49065], [-0.56762, 4.27784, 0.90275], [-0.55661, 5.05853, 2.08079], [-0.50856, 4.90788, 0.01621], [-1.47040, 3.62652, 0.86350], [0.35313, 3.63170, 0.82633], [-0.48195, 5.99175, 1.82040], [-3.50462, 0.42237, 2.43157], [-3.06920, 1.64434, 1.86256], [-4.05882, -0.23897, 1.68592], [-4.10515, 0.71468, 3.25951], [-2.64702, -0.10235, 2.82097], [-2.16815, 1.53008, 1.66957]],
  "atomic_forces_ev_per_a": [[-1.1067, 0.2685, 0.1466], [1.4369, -0.6686, -1.2425], [-0.7784, 1.3571, 0.9252], [0.3483, -0.2257, 0.1570], [0.2929, 0.2558, -0.3851], [0.3258, -0.0915, 0.1590], [-0.1083, -0.0935, -0.4148], [-0.3266, 0.0721, 0.5803], [-0.4228, 0.5449, -0.2436], [0.8472, -1.4084, 0.7901], [-0.0246, -0.1608, -0.1244], [-0.5198, -0.2887, 0.0514], [0.2986, 0.0758, -0.8672], [-0.1141, -0.0244, 0.4557], [0.5422, 0.2532, 0.3605], [-0.0830, 1.1149, -0.5940], [-0.4598, -0.4612, 0.1436], [0.1790, -0.6889, -0.8288], [0.0157, -0.8429, 1.1897], [0.0813, 2.2192, 0.3674], [0.7641, -0.3305, 0.2265], [-0.0347, 0.7941, -0.1285], [-0.1141, -0.7605, 0.3345], [-1.1877, 0.1415, -1.6145], [0.4666, -0.4778, 0.7031], [0.0770, -0.2189, -0.0296], [-0.8937, -0.3707, 0.8475], [-1.4323, 0.3372, 1.0832], [-0.9561, -0.8589, -1.2788], [-0.0940, -0.0227, -0.4723], [1.1586, 0.4232, 0.1344], [0.0029, -0.4443, -0.3474], [0.1682, -0.1792, -0.0997], [1.5515, 0.6625, -0.3350], [0.0911, 0.5593, 0.5099], [0.0331, 1.1670, 2.4815], [0.4477, 0.4803, 0.7234], [-0.6188, 0.4801, -2.0756], [-0.0894, -1.0448, -0.4559], [-0.8818, -0.0404, -0.1385], [0.5166, -0.2054, -2.1323], [-0.0325, 0.2315, 0.1443], [0.6738, -0.0601, 0.2310], [-0.0152, -1.3092, 1.1147], [1.6967, -1.6303, 0.9726], [-0.7105, 0.7174, 1.0814], [-1.0865, -0.6060, -1.1714], [-1.3643, 0.9582, -0.2778], [0.0722, 0.0202, 0.0069], [0.2492, 0.7547, -0.6402], [0.8709, -0.3150, 0.0762], [0.1586, 0.2244, -0.0356], [-0.0430, -0.1602, -0.0670], [0.0017, -0.3968, 1.0401], [1.2886, -1.1080, -0.2977], [1.1650, -0.6318, 0.7061], [0.5681, 0.0865, -0.9840], [0.0788, 0.1839, -0.0043], [-0.6881, 0.6093, -0.2651], [-1.1553, 0.6878, 0.4947], [-0.3837, 0.0550, -0.5581], [-1.0261, 0.6042, -0.1652], [-0.2011, -5.5157, 3.2542], [-1.1622, 6.1542, -2.9826], [4.5933, 0.0439, -0.9444], [-3.2804, 0.0643, 0.0180], [-1.0768, 1.1738, -0.2278], [-0.5895, -1.4148, 0.6645], [1.1881, 0.4916, -0.3090], [0.5473, -0.9910, 0.9223], [-1.5028, -0.0773, 0.5349], [0.8424, -0.4978, 2.3925], [0.9058, 0.4337, -0.5154], [-0.3121, -0.9617, -0.8944], [-0.7904, 1.0805, -0.8537], [0.9162, -0.1065, -0.6940], [1.0882, 1.2073, 1.3418], [0.4169, -1.3131, 0.6862], [-0.1015, -0.4650, 0.7783], [-1.2665, 0.6662, -2.1912], [-0.1815, -0.9493, 0.0035], [0.5264, 0.2131, -0.9026], [-0.2944, 2.0748, 0.7451], [1.9859, -2.0820, -1.8973], [-0.5926, -1.9720, 0.8086], [-0.5884, 0.3460, 0.0907], [-0.2001, 1.3606, 0.5201], [-0.2205, 0.2439, -0.3013], [-0.9683, -3.6903, 0.4267], [0.4839, 0.3099, -0.8886], [0.7094, 1.9649, -0.5141], [-1.0212, 0.9278, -0.7277], [0.9098, 0.9487, 1.6063], [-0.2121, -0.2383, -0.1609], [0.6469, -0.8618, -1.3034], [-0.8370, -0.9680, 2.1517], [-0.2439, -0.0203, -0.3566], [-0.0368, 0.5552, 0.0311], [0.6675, -0.0667, -0.0530], [-0.2223, 1.4202, -0.3052], [0.6211, -1.0822, -0.9402], [0.0781, 0.9093, 0.0534], [-0.3519, 0.0130, -0.0963], [0.5329, 0.5673, 0.0266], [-0.9537, 0.4769, 0.3870], [-0.0701, -0.6049, 0.3674], [-0.2428, -0.4997, -0.9481], [-1.5433, 0.4811, -0.0690], [0.5641, 0.8787, 1.0023], [-0.8853, -0.2428, 0.6268], [0.1939, -0.5420, 0.1600], [1.8144, -0.0578, -0.4870]]
}

---

Record 3
{
  "formula": "C2H4Cl2Si",
  "method": "the ωB97M-V functional and the def2-TZVPD basis",
  "homo_energy_ev": -10.42,
  "e_lumo_ev": 0.5,
  "largest_force_ev_per_a": 3.1,
  "smiles": "Cl[SiH2]Cl.C#C",
  "total_charge": 0,
  "relative_energy_kcal_mol": 43.08,
  "species": ["C", "C", "Si", "Cl", "Cl", "H", "H", "H", "H"],
  "coordinates": [[0.70833, -1.79429, -0.50837], [0.60527, -2.96279, -0.75947], [-0.41008, 2.10110, 0.53730], [-1.52057, 0.40536, -0.18701], [-0.54160, 2.29587, 2.56102], [0.92862, 1.80476, 0.13771], [0.56880, -0.85603, -0.14029], [0.63877, -3.88055, -1.21532], [-0.97754, 2.88657, -0.42556]],
  "atomic_forces_ev_per_a": [[-0.1750, -2.3034, -0.1776], [0.4356, 1.7978, 0.0052], [-0.4215, -3.0736, 0.3539], [0.2906, 0.8043, 0.8518], [-0.1392, 0.2421, -0.4296], [0.9346, -0.0733, 0.1600], [0.1183, 1.9042, 0.5795], [-0.0593, -1.7207, -0.4561], [-0.9841, 2.4226, -0.8872]]
}